{"formula": "C4H9NS", "method": "the ωB97M-V functional and the def2-TZVPD basis", "elements": ["C", "C", "C", "C", "N", "S", "H", "H", "H", "H", "H", "H", "H", "H", "H"], "xyz": [[0.111, 1.236, -1.038], [0.535, 1.791, 0.355], [-0.226, 0.569, 0.210], [1.441, -1.971, 0.174], [-0.961, -0.293, 0.808], [-3.316, -0.369, 0.134], [-0.653, 1.681, -1.517], [0.829, 0.967, -1.754], [1.582, 1.728, 0.381], [-0.110, 2.677, 0.648], [0.889, -1.973, 1.098], [2.348, -1.492, -0.008], [1.231, -2.760, -0.578], [-0.811, -0.455, 1.804], [-2.889, -1.336, -0.715]], "forces_ev_per_a": [[0.216, -0.795, 1.877], [-1.682, 1.200, -0.870], [-0.767, -1.495, 1.283], [-1.041, -2.029, -0.903], [1.193, 0.318, -1.477], [-0.083, -0.363, -0.372], [-2.786, 1.676, -1.401], [1.244, -0.924, -0.287], [1.213, 0.446, 0.925], [1.487, -1.015, 0.081], [0.283, 0.091, -0.053], [1.248, 1.045, 0.224], [-0.177, 0.646, 0.706], [-0.194, 0.875, -0.045], [-0.153, 0.323, 0.311]], "total_charge": 0, "multiplicity": 1, "e_tot_ev": -16613.001, "lumo_ev": [-0.88, 0.12], "max_force_ev_per_a": 3.54, "homo_energy_ev": [-8.6, -8.2]}